Entry from the OMol25 dataset: the molecule C5H9N3 in a non-equilibrium geometry (the ωB97M-V functional and the def2-TZVPD basis).

```
17
Properties=species:S:1:pos:R:3:forces:R:3
C -0.9990 2.4404 -0.6575 2.747 1.299 0.395
C 0.2391 0.4225 -1.1830 0.922 -1.464 0.140
C 0.4155 -1.7598 -0.2105 0.223 0.427 -1.303
C 1.0075 -1.5821 1.1088 -0.406 0.908 0.030
C 1.4229 -1.1346 2.1431 1.039 1.245 1.924
H -1.9459 2.5239 -1.1589 -0.244 0.358 -0.699
H -0.0288 2.8845 -1.1842 -2.581 -0.771 0.541
H -1.0475 3.0171 0.2803 -0.175 -0.312 -0.209
H -0.8391 -0.2258 1.1909 -1.179 1.011 -1.075
H -2.4111 0.0203 0.1502 3.738 1.054 2.062
H 0.6843 0.9968 -1.9708 -0.435 1.183 -0.183
H -0.6611 -1.8562 -0.2321 -0.356 0.121 0.616
H 0.7239 -2.6786 -0.6184 0.672 -1.336 -0.431
H 1.8565 -0.5968 3.0523 -0.938 -1.438 -1.879
N -0.6869 1.0728 -0.3555 2.161 -1.182 -1.406
N -1.4185 0.4696 0.6414 -3.277 -2.056 -0.538
N 0.8416 -0.7428 -1.2452 -1.911 0.953 2.015
```
Forces are in eV/Å.

Computed properties:
Charge ... 0
Orbital gap ... 9.19 eV
E ... -360.00783 Eh
Relative energy (zero: lowest compared OMol25 entry of this formula, charge and spin) ... 118.9 kcal/mol
Lowest unoccupied orbital energy ... 0.7 eV

Listed below, in e, are the natural (NBO) charges computed for each atom: C -0.400; C 0.264; C -0.363; C -0.025; C -0.261; H 0.189; H 0.213; H 0.212; H 0.401; H 0.330; H 0.185; H 0.211; H 0.225; H 0.261; N -0.300; N -0.663; N -0.480